Formula: C35H51NP2Sm
Source: OMol25
Level of theory: wB97M-V/def2-TZVPD

Spin multiplicity: 6
E_LUMO (alpha / beta), Eh: -0.1146 / -0.0975
Net charge: +1
Electronic energy, eV: -75088.27429

Last column: Löwdin charge in e.
Geometry (Å):
Sm -0.25221 0.65617 0.24726  1.47
C -0.92312 -1.79532 0.93915  -0.34
C 0.37513 -2.03589 0.40334  -0.28
C 0.60350 -0.61888 2.23111  -0.34
C -0.79316 -0.95578 2.09375  -0.35
C 1.30494 -1.27836 1.17205  -0.33
C -2.19262 -2.40267 0.46801  -0.04
H -2.12887 -2.70500 -0.58146  0.06
H -3.01994 -1.68733 0.53992  0.09
H -2.47410 -3.28909 1.05689  0.10
C -1.90696 -0.61646 3.01504  -0.03
H -2.60831 -1.45430 3.07735  0.09
H -2.47462 0.27391 2.69264  0.09
H -1.51852 -0.41413 4.02484  0.08
C 1.23685 0.21634 3.28235  -0.04
H 0.74739 0.06053 4.25515  0.09
H 1.18644 1.29652 3.04792  0.07
H 2.29478 -0.06332 3.38528  0.09
C 2.77823 -1.28309 1.00104  -0.04
H 3.28146 -1.98057 1.68742  0.10
H 3.20181 -0.29119 1.18276  0.08
H 3.05802 -1.56476 -0.01725  0.07
C 0.71278 -2.96444 -0.70741  -0.03
H 0.96796 -3.97560 -0.34488  0.11
H 1.57294 -2.59558 -1.27858  0.06
H -0.13031 -3.06635 -1.39970  0.06
C -1.76470 1.47995 -6.20789  -0.11
C -1.85312 0.13522 -6.29188  -0.14
C -1.06579 -0.72893 -7.23737  -0.17
C 0.39184 -0.28679 -7.49851  -0.19
C 1.14560 0.16282 -6.28240  -0.11
C 1.24203 1.44014 -5.87856  -0.15
C 0.53005 2.60986 -6.49490  -0.17
C -0.88622 2.33713 -7.06159  -0.18
H -1.59653 -0.77286 -8.21009  0.13
H 0.40898 0.49674 -8.27550  0.11
H -1.05638 -1.76260 -6.85430  0.11
H -0.81440 1.92970 -8.08195  0.11
H -2.48957 2.04255 -5.61540  0.09
H -2.68248 -0.37523 -5.77982  0.11
H -1.38916 3.32173 -7.14309  0.12
H 0.45156 3.41312 -5.74193  0.11
H 2.00696 1.72416 -5.13654  0.09
H 1.15643 3.02064 -7.31081  0.13
H 0.92802 -1.16142 -7.91955  0.12
H 1.70771 -0.63462 -5.77910  0.10
P -1.47218 0.42783 -2.28682  0.75
C -2.89971 1.40012 -2.81665  -0.25
C -1.47866 -1.09469 -3.27854  -0.24
P 1.55832 1.03794 -1.92414  0.77
C 0.00819 1.35615 -2.94899  -0.51
C 2.46870 -0.17778 -2.92821  -0.25
C 2.50867 2.58216 -2.05231  -0.25
H -2.96863 2.30554 -2.19791  0.04
H -3.82151 0.81860 -2.67570  0.06
H -2.79085 1.68033 -3.86866  0.01
H -1.41974 -0.84052 -4.34461  0.01
H -2.41350 -1.64099 -3.08536  0.06
H -0.63421 -1.74775 -3.01914  0.03
H 2.58069 2.90741 -3.09679  0.05
H 3.51644 2.42315 -1.64426  0.06
H 2.02708 3.36862 -1.45752  0.03
H -0.20093 2.44152 -2.95898  0.06
H 0.17488 1.03298 -3.99095  0.02
H 3.49575 -0.27740 -2.54352  0.06
H 2.49611 0.14579 -3.97915  0.02
H 1.98806 -1.16630 -2.87692  0.04
C 0.75811 6.04961 -0.23032  -0.09
C -0.18376 5.22286 -0.84678  -0.10
C -0.59224 4.03436 -0.23430  -0.10
C -0.07241 3.68801 1.04592  -0.38
C 0.92881 4.50748 1.62299  -0.02
C 1.30864 5.69465 1.00953  -0.07
N -0.67679 2.65014 1.80437  -0.13
C -1.38672 3.09837 2.93153  -0.31
C -1.26962 2.49510 4.20631  -0.05
C -1.83579 3.08956 5.33412  -0.09
C -2.57146 4.27115 5.22700  -0.10
C -2.73007 4.86387 3.96904  -0.09
C -2.18036 4.27064 2.83588  -0.03
H 1.05462 6.99120 -0.70336  0.11
H -0.61951 5.50922 -1.80859  0.11
H -1.41576 3.43703 -0.66149  0.08
H 1.33114 4.21520 2.59838  0.12
H 2.04180 6.34488 1.49196  0.11
H -0.69714 1.56967 4.30110  0.06
H -1.71490 2.61649 6.31008  0.10
H -3.02238 4.72948 6.11143  0.10
H -3.29906 5.77962 3.86424  0.10
H -2.31834 4.73001 1.85494  0.11

Atoms 1-3, force components in eV/Å:
-0.210 1.720 2.094
0.798 0.282 0.442
-0.225 0.951 0.531